Computed, not measured: a structure of composition C36H45Br48F9N4O2S3, with ωB97M-V/def2-TZVPD.

Element x y z (Å)
Br  -5.6445  -1.4991  8.4997
Br  2.4964  5.1247  5.4135
Br  6.0870  -2.8339  -8.7362
Br  6.8270  -6.1951  10.9731
Br  3.5530  2.0606  1.6902
Br  7.2522  4.6994  6.9028
Br  11.2607  0.5221  -2.3490
Br  -0.5768  4.7088  1.7967
Br  -6.2628  -2.1140  1.7149
Br  8.8651  4.3758  4.1318
Br  -4.1648  -6.2554  0.9754
Br  -10.8015  2.3125  3.2963
Br  -5.2265  -8.9094  2.4633
Br  -5.3579  -3.2425  5.8047
Br  3.6228  -7.0730  -0.3655
Br  5.7565  -1.4058  -3.5396
Br  4.0776  2.7111  6.8484
Br  3.1966  5.2993  8.5541
Br  8.6101  -0.7956  8.9899
Br  5.8898  -2.5143  8.8163
Br  13.2182  -0.6209  -0.0585
Br  6.3049  0.2219  -7.7367
Br  0.4760  -6.4610  -0.0376
Br  -4.0819  -5.1678  -3.4914
Br  7.5203  -0.0922  0.3453
Br  -2.5097  -9.0097  0.7331
Br  -11.9317  4.0025  5.7965
Br  -4.3738  -0.1743  5.8512
Br  9.4779  -1.2352  2.6357
Br  -4.9632  -8.0249  -2.2896
Br  3.0494  -0.3708  3.7443
Br  3.4116  -1.1258  -8.1804
Br  -7.1438  0.4742  3.4206
Br  -1.8706  -7.4591  -2.9969
Br  -2.6290  2.3980  0.8840
Br  8.4509  -3.4829  11.5987
Br  6.3933  -0.0829  6.7622
Br  5.4465  -3.8534  12.7036
Br  -7.8440  0.2996  0.2800
Br  5.7698  1.3480  3.9179
Br  -8.7578  3.8429  5.2625
Br  1.5318  -8.1638  -2.5615
Br  8.9991  2.0473  6.3555
Br  4.2203  -3.4415  -5.5095
Br  12.7968  2.5578  -0.3791
Br  6.1779  -4.5845  -3.2190
Br  -2.6032  3.4142  3.9420
Br  9.0565  1.9435  2.3152
S  -1.5136  -2.9237  -3.2532
S  0.9275  -1.4246  -4.3443
S  -7.8132  2.2248  -3.1133
F  -7.0830  -0.3649  -5.0979
F  -8.2552  1.9681  -1.4394
F  -5.4014  1.4277  -1.9755
F  -7.4521  2.5209  -4.7517
F  -9.0720  3.4205  -3.2633
F  -7.1644  -0.1397  -2.0266
F  -6.8099  3.5144  -2.5333
F  -9.0592  1.0555  -3.4883
F  -5.3747  -1.1518  -3.6636
O  -4.7396  7.0131  -1.3941
O  -3.9872  5.0524  -2.6498
N  -2.6001  5.5791  -5.7800
N  0.2719  -1.8558  -1.4202
N  -0.0860  2.9361  -2.0160
N  -2.3034  0.1669  -2.1173
C  9.1216  0.2267  1.4027
C  -7.5781  -0.6970  1.9294
C  -4.5457  5.6676  -1.4341
C  -0.4947  3.6074  -3.3102
C  -4.2452  2.2381  -4.7752
C  -2.4666  1.0088  -3.0955
C  -6.5012  0.9239  -2.8812
C  3.8744  1.3711  3.4806
C  0.8849  -0.4938  -1.1640
C  -3.5539  -6.6885  -2.3993
C  8.8251  3.9575  6.0313
C  -5.0282  4.8329  -0.0793
C  12.8619  0.8410  -1.2916
C  5.8216  -3.1226  -4.4520
C  1.8146  -7.7125  -0.6906
C  6.7147  -0.7725  8.5527
C  -1.5486  3.1121  2.3356
C  -5.9798  0.1334  -4.1923
C  2.7622  4.1281  7.0629
C  0.3765  0.2935  -4.8499
C  -0.0591  -2.0565  -2.8826
C  -1.0896  0.3217  -5.6448
C  -1.7968  1.8039  -5.6604
C  7.1120  -4.7425  12.2352
C  -2.9095  4.0823  -2.3088
C  -4.8580  0.7896  -5.1395
C  2.4034  -3.4015  -1.8038
C  -3.6674  -7.9189  1.8528
C  -2.6457  2.1665  -4.2893
C  -2.0999  3.5680  -3.6381
C  -5.6427  -1.4703  6.5546
C  1.1049  -2.9855  -0.8524
C  5.2684  -1.0693  -8.7577
C  -2.3541  4.7396  -4.8045
C  -10.4653  2.9228  5.1125
C  0.7209  0.0610  0.3703
H  3.3931  2.0621  4.1806
H  -3.4179  3.2253  -1.6937
H  -4.8200  2.8862  -3.9949
H  -2.1183  4.5901  -1.5816
H  0.1988  3.1830  -4.1524
H  0.1606  1.1063  0.3005
H  0.8820  2.5470  -2.0564
H  -0.2477  3.5349  -1.1769
H  -10.4040  2.0301  5.7437
H  2.7776  -2.4355  -2.3532
H  -0.9459  2.5916  -5.9100
H  1.8087  3.6458  7.3023
H  1.2059  0.7303  -5.5740
H  1.8064  0.3039  0.7999
H  -2.5100  1.8159  -6.6178
H  -6.6396  -1.1458  6.2387
H  -4.1224  4.6215  0.6685
H  -0.8011  2.3508  2.5822
H  -4.2168  2.8816  -5.7801
H  0.0834  -0.6205  1.0777
H  -3.3907  -6.3118  -1.3842
H  3.2486  -3.9476  -1.2032
H  1.6945  -8.6374  -0.1169
H  7.5051  -5.1899  13.1542
H  -1.8032  -0.5569  -5.3088
H  6.6635  -3.0815  -5.1510
H  9.9635  0.2679  0.7037
H  6.2335  -0.0815  9.2526
H  -0.8142  0.0815  -6.7812
H  5.2695  -0.7290  -9.7985
H  -0.2081  4.7594  -3.1854
H  0.3309  0.2706  -1.8732
H  9.6983  4.4394  6.4833
H  1.5774  -2.5892  0.1649
H  13.7038  0.8821  -1.9906
H  -3.0901  -7.6504  2.7436
H  0.4590  -3.9397  -0.5466
H  -8.5316  -1.1793  2.1688
H  -5.3938  3.7495  -0.4150
H  1.9910  -4.1258  -2.6435
H  -5.3085  0.8631  -6.2432
H  0.3135  1.0076  -3.9246
H  -5.9509  5.3326  0.4430
H  -3.9423  0.0311  -5.2504
H  2.0345  -0.4298  -1.4654

Properties
**Frontier orbital gap**: 5.28 eV
**Multiplicity**: 1
**E_tot**: -127413.408250 hartree
**Net charge**: 0